1.
ORCA calculation (the ωB97M-V functional and the def2-TZVPD basis) on 2 unconnected molecules or ions with the total composition C39H33N2O2S.

Element x y z (Å)
C (-1.276, 7.256, -2.443)
C (-1.599, 7.015, -1.103)
C (-1.359, 5.756, -0.539)
C (-0.786, 4.736, -1.306)
C (-0.485, 3.375, -0.659)
C (1.012, 3.250, -0.334)
C (1.434, 2.130, 0.386)
C (2.780, 1.891, 0.656)
C (3.743, 2.808, 0.218)
C (3.338, 3.957, -0.468)
C (1.981, 4.190, -0.727)
C (-0.955, 2.162, -1.517)
C (-2.262, 2.397, -2.253)
C (-2.494, 1.300, -3.256)
N (-2.202, 0.003, -2.645)
C (-2.631, -1.205, -3.217)
C (-2.340, -2.298, -2.397)
C (-2.670, -3.586, -2.808)
C (-3.300, -3.755, -4.050)
C (-3.593, -2.649, -4.867)
C (-3.256, -1.353, -4.451)
S (-1.535, -1.795, -0.941)
C (-1.548, -0.108, -1.446)
N (-1.038, 0.887, -0.761)
C (-0.440, 4.986, -2.641)
C (-0.697, 6.242, -3.214)
H (-1.472, 8.235, -2.884)
H (-2.037, 7.802, -0.484)
H (-1.606, 5.553, 0.507)
H (-1.047, 3.344, 0.289)
H (0.678, 1.430, 0.721)
H (3.057, 0.991, 1.204)
H (4.800, 2.631, 0.416)
H (4.075, 4.685, -0.811)
H (1.687, 5.107, -1.243)
H (-0.172, 2.040, -2.300)
H (-3.086, 2.455, -1.529)
H (-2.225, 3.344, -2.796)
H (-3.534, 1.294, -3.595)
H (-1.841, 1.433, -4.129)
H (-2.418, -4.420, -2.153)
H (-3.562, -4.759, -4.384)
H (-4.078, -2.797, -5.831)
H (-3.466, -0.474, -5.067)
H (0.048, 4.207, -3.237)
H (-0.441, 6.419, -4.262)
C (4.849, -7.613, 2.630)
O (5.012, -6.354, 1.931)
C (4.102, -5.371, 2.156)
C (4.162, -4.236, 1.310)
C (3.139, -3.312, 1.327)
C (2.036, -3.451, 2.205)
C (0.956, -2.495, 2.213)
O (0.150, -2.674, 3.296)
C (-0.834, -1.754, 3.585)
C (-1.067, -0.655, 2.741)
C (-1.901, 0.380, 3.259)
C (-2.403, 0.283, 4.552)
C (-2.165, -0.858, 5.340)
C (-1.406, -1.906, 4.842)
C (-0.389, -0.636, 1.499)
C (0.682, -1.503, 1.278)
C (2.058, -4.523, 3.132)
C (3.072, -5.463, 3.127)
H (5.637, -8.244, 2.219)
H (4.990, -7.475, 3.710)
H (3.861, -8.052, 2.431)
H (5.003, -4.155, 0.627)
H (3.175, -2.443, 0.673)
H (-2.096, 1.254, 2.627)
H (-2.999, 1.100, 4.964)
H (-2.576, -0.932, 6.346)
H (-1.202, -2.813, 5.406)
H (-0.680, 0.145, 0.809)
H (1.321, -1.433, 0.394)
H (1.278, -4.634, 3.878)
H (3.053, -6.288, 3.843)

Computed properties:
Orbital gap (eV): 5.827
2S+1: 1
E (Eh): -2163.907909
Energy above the lowest of the compared OMol25 structures with the same formula, charge and spin (kcal/mol): 0.00
HOMO level (eV): -10.19
Charge: +1

2.
ORCA calculation (the ωB97M-V functional and the def2-TZVPD basis) on a molecular structure, C39H34As2IMgNO8S4.

Element x y z (Å)
Mg (-0.615, -3.690, -0.754)
S (-0.561, -3.188, -3.147)
S (0.759, -4.718, -3.659)
S (0.169, -6.322, -2.539)
S (0.663, -5.808, -0.578)
C (-3.512, -2.198, 3.504)
C (-2.564, -3.030, 4.075)
C (-1.305, -3.124, 3.510)
C (-0.957, -2.415, 2.357)
C (-1.946, -1.623, 1.778)
C (-3.201, -1.499, 2.350)
C (0.463, -2.508, 1.903)
C (1.464, -2.457, 2.902)
C (2.773, -2.454, 2.538)
C (3.119, -2.465, 1.177)
C (4.456, -2.370, 0.728)
C (4.729, -2.365, -0.606)
C (3.678, -2.455, -1.545)
C (2.381, -2.546, -1.143)
C (2.074, -2.551, 0.235)
N (0.758, -2.627, 0.626)
H (-4.500, -2.103, 3.937)
H (-2.801, -3.612, 4.956)
H (-0.570, -3.786, 3.951)
H (-3.952, -0.883, 1.873)
H (1.172, -2.361, 3.936)
H (3.557, -2.388, 3.285)
H (5.246, -2.281, 1.464)
H (5.750, -2.276, -0.956)
H (3.906, -2.435, -2.603)
H (1.576, -2.568, -1.870)
I (-1.726, -0.640, -0.084)
C (-3.552, -1.700, -0.663)
C (-4.548, -0.829, -1.006)
C (-5.863, -1.307, -1.224)
C (-6.139, -2.627, -1.021)
C (-5.120, -3.541, -0.646)
C (-5.416, -4.906, -0.410)
C (-4.409, -5.766, -0.077)
C (-3.070, -5.314, -0.007)
C (-2.702, -4.000, -0.218)
C (-3.774, -3.096, -0.506)
H (-4.349, 0.238, -1.078)
H (-6.646, -0.615, -1.514)
H (-7.151, -3.002, -1.145)
H (-6.442, -5.246, -0.505)
H (-4.631, -6.813, 0.104)
H (-2.296, -6.055, 0.182)
C (0.752, 0.548, 4.557)
O (-0.012, 0.666, 3.366)
C (0.684, 0.698, 2.181)
O (1.872, 0.512, 2.129)
C (-0.258, 0.929, 1.079)
C (-0.346, 2.141, 0.539)
As (0.824, 3.622, 1.149)
C (-0.548, 5.025, 0.890)
C (1.966, 3.972, -0.401)
C (2.443, 3.020, -1.323)
As (2.131, 1.194, -1.474)
C (3.228, 0.775, -3.089)
C (3.408, 3.532, -2.353)
O (4.609, 3.467, -2.297)
O (2.752, 3.980, -3.454)
C (3.580, 4.555, -4.452)
C (2.482, 5.307, -0.448)
O (3.150, 5.864, -1.310)
O (2.169, 6.034, 0.699)
C (2.622, 7.372, 0.695)
C (-1.370, 2.542, -0.469)
O (-2.562, 2.639, -0.261)
O (-0.811, 2.901, -1.631)
C (-1.678, 3.479, -2.599)
H (0.754, 1.510, 5.073)
H (1.775, 0.253, 4.333)
H (0.270, -0.199, 5.190)
H (-1.478, 4.706, 1.362)
H (-0.716, 5.212, -0.172)
H (-0.186, 5.934, 1.361)
H (4.298, 0.796, -2.888)
H (3.001, 1.432, -3.931)
H (2.937, -0.241, -3.364)
H (3.008, 4.538, -5.378)
H (4.504, 3.993, -4.566)
H (3.819, 5.585, -4.175)
H (2.356, 7.784, 1.669)
H (2.143, 7.953, -0.096)
H (3.701, 7.428, 0.546)
H (-2.322, 2.718, -3.043)
H (-1.024, 3.900, -3.358)
H (-2.303, 4.249, -2.149)

Computed properties:
Orbital gap (eV): 4.851
2S+1: 1
E (Eh): -8725.351866
Energy above the lowest of the compared OMol25 structures with the same formula, charge and spin (kcal/mol): 43.57
HOMO level (eV): -1.05
Charge: -2

3.
ORCA calculation (the ωB97M-V functional and the def2-TZVPD basis) on a molecular structure, C39H34ClOP2S2SiW.

Element x y z (Å)
W (-0.132, -1.386, -0.379)
C (-1.273, 0.678, 2.711)
Si (0.178, 0.422, 1.537)
C (0.566, 2.022, 0.592)
C (1.416, 3.058, 0.970)
C (1.591, 4.169, 0.153)
C (0.917, 4.275, -1.055)
C (0.054, 3.264, -1.452)
C (-0.107, 2.156, -0.630)
P (-1.239, 0.809, -1.001)
C (-1.443, 0.754, -2.798)
C (-0.301, 0.579, -3.583)
C (-0.417, 0.484, -4.960)
C (-1.668, 0.562, -5.558)
C (-2.802, 0.741, -4.780)
C (-2.694, 0.836, -3.400)
C (-2.835, 1.274, -0.280)
C (-3.833, 0.319, -0.087)
C (-5.037, 0.683, 0.494)
C (-5.253, 1.995, 0.893)
C (-4.262, 2.947, 0.705)
C (-3.054, 2.590, 0.123)
C (1.634, -0.114, 2.622)
C (2.418, 0.690, 3.446)
C (3.422, 0.142, 4.233)
C (3.653, -1.227, 4.231)
C (2.862, -2.056, 3.450)
C (1.870, -1.493, 2.655)
P (0.678, -2.472, 1.725)
C (-0.687, -2.826, 2.859)
C (-0.470, -2.902, 4.233)
C (-1.531, -3.167, 5.085)
C (-2.807, -3.359, 4.571)
C (-3.025, -3.288, 3.203)
C (-1.968, -3.019, 2.346)
C (1.470, -4.064, 1.379)
C (0.839, -5.269, 1.675)
C (1.446, -6.470, 1.332)
C (2.674, -6.471, 0.688)
C (3.305, -5.269, 0.386)
C (2.707, -4.069, 0.730)
H (-1.161, 1.629, 3.238)
H (-1.287, -0.118, 3.458)
H (-2.237, 0.686, 2.203)
H (1.967, 3.011, 1.899)
H (2.268, 4.955, 0.460)
H (1.067, 5.140, -1.688)
H (-0.479, 3.331, -2.393)
H (0.679, 0.527, -3.122)
H (0.470, 0.351, -5.565)
H (-1.758, 0.487, -6.634)
H (-3.775, 0.810, -5.247)
H (-3.583, 0.976, -2.799)
H (-3.672, -0.706, -0.390)
H (-5.808, -0.063, 0.637)
H (-6.192, 2.274, 1.352)
H (-4.424, 3.970, 1.014)
H (-2.285, 3.340, -0.006)
H (2.252, 1.758, 3.495)
H (4.029, 0.788, 4.854)
H (4.440, -1.647, 4.843)
H (3.019, -3.127, 3.458)
H (0.520, -2.739, 4.640)
H (-1.363, -3.220, 6.152)
H (-3.632, -3.562, 5.240)
H (-4.019, -3.438, 2.801)
H (-2.146, -2.959, 1.279)
H (-0.120, -5.275, 2.179)
H (0.957, -7.405, 1.571)
H (3.144, -7.408, 0.421)
H (4.263, -5.267, -0.117)
H (3.198, -3.132, 0.491)
C (0.707, -4.348, -1.948)
O (1.014, -3.020, -1.440)
C (2.098, -2.296, -1.909)
S (3.158, -2.769, -3.020)
S (2.082, -0.794, -1.011)
H (1.007, -5.063, -1.186)
H (1.264, -4.503, -2.866)
H (-0.362, -4.377, -2.123)
Cl (-1.997, -2.366, -1.437)

Computed properties:
Orbital gap (spin up / spin down) (eV): 6.791 / 7.813
2S+1: 3
E (Eh): -3877.554802
⟨S²⟩: 2.019
Energy above the lowest of the compared OMol25 structures with the same formula, charge and spin (kcal/mol): 0.00
HOMO level (spin up / spin down) (eV): -10.27 / -11.27
Charge: +1

4.
ORCA calculation (the ωB97M-V functional and the def2-TZVPD basis) on a molecular structure, C39H34CsN9S4.

Element x y z (Å)
Cs (-0.035, -0.228, 3.442)
N (-2.000, 0.256, 1.956)
S (-2.001, 0.712, 0.584)
N (-0.566, 0.850, -0.273)
S (0.108, -0.013, -1.335)
N (0.637, -1.432, -1.058)
S (1.348, -1.814, 0.426)
N (0.516, -1.934, 1.609)
C (2.171, -3.291, -0.145)
C (1.450, -4.170, -0.944)
C (1.995, -5.406, -1.249)
C (3.243, -5.761, -0.751)
C (3.945, -4.882, 0.062)
C (3.406, -3.642, 0.378)
C (2.687, -0.623, 0.460)
C (3.674, -0.598, -0.525)
C (4.642, 0.389, -0.483)
C (4.599, 1.362, 0.511)
C (3.598, 1.350, 1.472)
C (2.641, 0.342, 1.461)
C (-0.869, -0.282, -2.797)
C (-1.295, 0.845, -3.490)
C (-2.026, 0.677, -4.651)
C (-2.326, -0.604, -5.105)
C (-1.907, -1.717, -4.391)
C (-1.170, -1.563, -3.223)
C (1.366, 1.099, -1.954)
C (2.063, 0.699, -3.092)
C (3.027, 1.541, -3.613)
C (3.297, 2.759, -2.991)
C (2.617, 3.125, -1.841)
C (1.636, 2.294, -1.307)
C (-3.005, -0.270, -0.508)
C (-3.845, 0.244, -1.486)
C (-4.605, -0.641, -2.242)
C (-4.521, -2.008, -2.012)
C (-3.682, -2.505, -1.018)
C (-2.920, -1.637, -0.253)
C (-2.542, 2.388, 0.331)
C (-3.452, 2.834, 1.279)
C (-3.922, 4.137, 1.195)
C (-3.482, 4.974, 0.178)
C (-2.563, 4.519, -0.759)
C (-2.086, 3.219, -0.685)
H (0.474, -3.885, -1.316)
H (1.446, -6.095, -1.879)
H (3.670, -6.724, -1.001)
H (4.914, -5.161, 0.455)
H (3.943, -2.963, 1.027)
H (3.680, -1.339, -1.314)
H (5.423, 0.409, -1.235)
H (5.347, 2.146, 0.528)
H (3.563, 2.116, 2.235)
H (1.876, 0.285, 2.226)
H (-1.034, 1.838, -3.145)
H (-2.360, 1.545, -5.205)
H (-2.893, -0.733, -6.019)
H (-2.154, -2.712, -4.739)
H (-0.827, -2.413, -2.650)
H (1.851, -0.257, -3.560)
H (3.573, 1.249, -4.503)
H (4.054, 3.417, -3.404)
H (2.849, 4.056, -1.337)
H (1.115, 2.561, -0.397)
H (-3.904, 1.311, -1.663)
H (-5.267, -0.259, -3.011)
H (-5.115, -2.690, -2.606)
H (-3.632, -3.571, -0.830)
H (-2.276, -1.996, 0.546)
H (-3.754, 2.167, 2.076)
H (-4.619, 4.504, 1.938)
H (-3.839, 5.995, 0.129)
H (-2.195, 5.185, -1.529)
H (-1.337, 2.868, -1.378)
N (0.631, 0.944, 5.817)
C (1.180, 1.770, 5.203)
N (1.892, 2.623, 4.535)
C (1.561, 3.310, 3.457)
N (1.407, 3.923, 2.478)
N (-0.030, -1.365, 7.674)
C (-1.365, -1.472, 7.560)
N (-1.974, -0.406, 6.992)
S (-2.231, -2.822, 8.076)
H (0.470, -0.613, 7.217)
H (0.453, -2.168, 8.029)
H (-1.453, 0.340, 6.556)
H (-2.953, -0.513, 6.805)

Computed properties:
Orbital gap (eV): 6.965
2S+1: 1
E (Eh): -3611.960558
Energy above the lowest of the compared OMol25 structures with the same formula, charge and spin (kcal/mol): 40.41
HOMO level (eV): -7.30
Charge: 0

5.
ORCA calculation (the ωB97M-V functional and the def2-TZVPD basis) on 2 unconnected molecules or ions with the total composition C39H35BO5.

Element x y z (Å)
C (0.950, 3.245, -4.313)
C (1.064, 3.030, -2.890)
C (0.794, 3.803, -1.780)
C (1.025, 2.956, -0.642)
C (1.306, 1.664, -1.072)
B (2.387, 0.558, -0.289)
C (3.647, 0.930, 0.602)
C (4.962, 0.512, 0.550)
C (5.613, 0.968, 1.741)
C (4.667, 1.641, 2.468)
C (4.690, 2.251, 3.784)
O (3.486, 1.661, 1.767)
C (1.585, 0.031, 0.941)
C (0.739, 0.692, 1.796)
C (0.283, -0.239, 2.772)
C (0.898, -1.433, 2.470)
C (0.884, -2.709, 3.147)
O (1.647, -1.296, 1.326)
C (2.885, -0.264, -1.516)
C (2.585, -1.503, -2.033)
C (3.322, -1.640, -3.261)
C (4.028, -0.472, -3.423)
C (4.931, 0.036, -4.440)
O (3.788, 0.356, -2.356)
O (1.449, 1.784, -2.482)
H (1.180, 4.288, -4.549)
H (1.612, 2.579, -4.871)
H (-0.083, 3.057, -4.634)
H (0.504, 4.857, -1.790)
H (1.006, 3.302, 0.392)
H (5.423, -0.084, -0.228)
H (6.648, 0.795, 2.016)
H (5.651, 2.030, 4.258)
H (4.583, 3.340, 3.714)
H (3.890, 1.857, 4.423)
H (0.461, 1.743, 1.747)
H (-0.407, -0.036, 3.584)
H (-0.153, -3.011, 3.330)
H (1.393, -3.479, 2.567)
H (1.370, -2.610, 4.126)
H (1.903, -2.221, -1.596)
H (3.300, -2.477, -3.950)
H (4.968, -0.666, -5.279)
H (4.605, 1.016, -4.813)
H (5.950, 0.153, -4.045)
C (-7.548, -2.137, 4.085)
C (-6.986, -2.192, 2.810)
C (-5.882, -1.389, 2.483)
C (-5.331, -0.556, 3.463)
O (-4.287, 0.333, 3.225)
C (-3.503, 0.244, 2.076)
C (-3.059, 1.472, 1.556)
C (-2.213, 1.483, 0.465)
C (-1.743, 0.278, -0.132)
C (-0.927, 0.337, -1.316)
C (-1.056, -0.664, -2.350)
C (-0.157, -0.644, -3.458)
C (-0.180, -1.600, -4.459)
C (-1.165, -2.597, -4.449)
C (-2.127, -2.604, -3.426)
C (-2.097, -1.648, -2.416)
C (-2.139, -0.938, 0.491)
C (-3.017, -0.970, 1.566)
C (-5.887, -0.489, 4.746)
C (-6.998, -1.280, 5.044)
H (-8.411, -2.763, 4.337)
H (-7.401, -2.854, 2.052)
H (-5.471, -1.411, 1.476)
H (-3.404, 2.401, 2.012)
H (-1.930, 2.430, 0.007)
H (-0.654, 1.348, -1.657)
H (0.568, 0.161, -3.517)
H (0.576, -1.570, -5.250)
H (-1.174, -3.364, -5.223)
H (-2.917, -3.359, -3.429)
H (-2.915, -1.625, -1.690)
H (-1.770, -1.886, 0.099)
H (-3.339, -1.922, 2.004)
H (-5.442, 0.193, 5.467)
H (-7.431, -1.215, 6.040)

Computed properties:
Orbital gap (eV): 3.765
2S+1: 1
E (Eh): -1908.003827
Energy above the lowest of the compared OMol25 structures with the same formula, charge and spin (kcal/mol): 17.17
HOMO level (eV): -6.26
Charge: 0

6.
ORCA calculation (the ωB97M-V functional and the def2-TZVPD basis) on a molecular structure, C39H35BaClN2Si2.

Element x y z (Å)
C (-1.161, -0.596, 1.506)
C (-1.798, -0.048, 0.358)
C (-1.594, -0.947, -0.732)
H (-2.374, 0.877, 0.324)
C (-0.830, -2.050, -0.250)
C (-0.563, -1.833, 1.132)
H (-0.030, -2.512, 1.796)
H (-1.160, -0.164, 2.506)
H (-2.014, -0.861, -1.734)
H (-0.555, -2.927, -0.834)
Ba (1.116, 0.249, -0.194)
Si (0.015, 0.213, -7.374)
C (0.488, 1.736, -8.349)
C (1.817, 1.985, -8.726)
H (2.606, 1.280, -8.449)
C (2.130, 3.150, -9.437)
H (3.163, 3.343, -9.727)
C (1.130, 4.065, -9.778)
H (1.377, 4.960, -10.349)
C (-0.188, 3.820, -9.382)
H (-0.972, 4.537, -9.627)
C (-0.512, 2.663, -8.667)
H (-1.536, 2.485, -8.334)
C (0.795, -1.249, -8.256)
C (0.447, -1.431, -9.602)
H (-0.197, -0.705, -10.106)
C (0.921, -2.546, -10.303)
H (0.624, -2.699, -11.341)
C (1.770, -3.467, -9.683)
H (2.120, -4.347, -10.223)
C (2.173, -3.244, -8.365)
H (2.858, -3.946, -7.886)
C (1.700, -2.135, -7.651)
H (2.042, -1.958, -6.626)
H (-1.450, 0.085, -7.430)
Si (1.100, 0.351, -5.193)
C (0.109, -1.208, -4.660)
C (-1.258, -1.383, -4.954)
H (-1.848, -0.586, -5.422)
C (-1.913, -2.592, -4.683)
H (-2.960, -2.714, -4.970)
C (-1.231, -3.627, -4.042)
H (-1.743, -4.569, -3.824)
C (0.101, -3.433, -3.663)
H (0.633, -4.224, -3.131)
C (0.760, -2.233, -3.959)
H (1.794, -2.098, -3.629)
C (-0.098, 1.799, -4.800)
C (-1.224, 1.638, -3.972)
H (-1.375, 0.712, -3.406)
C (-2.193, 2.643, -3.882)
H (-3.094, 2.482, -3.282)
C (-2.007, 3.858, -4.552)
H (-2.774, 4.632, -4.496)
C (-0.819, 4.080, -5.257)
H (-0.641, 5.043, -5.744)
C (0.150, 3.074, -5.333)
H (1.087, 3.273, -5.859)
H (2.556, 0.340, -5.117)
Cl (2.052, 0.781, -2.869)
C (-0.339, 4.108, 2.389)
C (0.155, 3.964, 3.690)
C (0.994, 2.890, 3.990)
C (1.338, 1.975, 2.979)
N (0.875, 2.145, 1.709)
C (0.040, 3.167, 1.424)
C (2.157, 0.758, 3.249)
C (2.730, 0.503, 4.509)
C (3.395, -0.705, 4.733)
C (3.483, -1.639, 3.697)
C (2.912, -1.321, 2.457)
N (2.298, -0.141, 2.234)
H (-1.001, 4.921, 2.106)
H (-0.104, 4.675, 4.471)
H (1.388, 2.726, 4.990)
H (-0.323, 3.225, 0.387)
H (2.638, 1.263, 5.280)
H (3.834, -0.902, 5.708)
H (3.976, -2.601, 3.822)
H (2.949, -2.020, 1.612)

Computed properties:
Orbital gap (eV): 5.508
2S+1: 1
E (Eh): -2681.393641
Energy above the lowest of the compared OMol25 structures with the same formula, charge and spin (kcal/mol): 2.18
HOMO level (eV): -6.79
Charge: 0

Question: What is the formula in the third record?
Answer: C39H34ClOP2S2SiW